Record 1
{
  "formula": "C41H62BeCsFN2NaO15P",
  "method": "ωB97M-V with the def2-TZVPD basis set",
  "gap_ev": 2.882,
  "energy_ha": -3475.6864,
  "max_force_ha_per_bohr": 0.115,
  "homo_energy_ev": -4.97,
  "elements": ["C", "C", "C", "N", "C", "C", "C", "C", "C", "C", "C", "C", "C", "C", "C", "O", "C", "C", "O", "C", "O", "C", "P", "O", "C", "C", "C", "C", "C", "N", "C", "C", "C", "C", "C", "C", "O", "H", "H", "H", "H", "H", "H", "H", "H", "H", "H", "H", "H", "H", "H", "H", "H", "H", "H", "H", "H", "H", "H", "H", "H", "H", "H", "H", "H", "H", "H", "H", "H", "H", "H", "H", "Be", "O", "H", "C", "C", "C", "O", "H", "H", "H", "H", "H", "H", "H", "O", "C", "O", "C", "C", "C", "H", "H", "H", "H", "H", "H", "H", "H", "O", "C", "O", "C", "C", "C", "H", "H", "H", "H", "H", "H", "H", "H", "C", "O", "O", "O", "H", "Cs", "Na", "F", "O", "H", "H"],
  "positions_angstrom": [[5.044, -0.180, 2.241], [4.141, 0.406, 3.355], [4.005, 1.971, 3.193], [4.566, 2.355, 1.877], [3.986, 3.475, 1.286], [4.683, 4.703, 1.178], [6.125, 4.800, 1.710], [7.056, 4.075, 0.679], [6.757, 4.518, -0.786], [8.569, 4.197, 1.060], [4.143, 5.833, 0.588], [2.844, 5.796, 0.054], [2.153, 4.604, 0.137], [2.688, 3.441, 0.737], [1.830, 2.235, 0.704], [1.752, 1.349, 1.552], [0.921, 2.092, -0.477], [0.678, 0.872, -0.867], [1.224, -0.164, -0.240], [-0.215, 0.628, -1.964], [-0.436, -0.663, -2.386], [-0.837, 1.711, -2.579], [-1.992, 1.264, -3.926], [-1.214, 0.735, -5.070], [-0.531, 3.052, -2.128], [-1.190, 4.264, -2.792], [-2.327, 4.907, -1.952], [-3.566, 3.993, -1.787], [-3.926, 3.980, -0.218], [-5.261, 3.373, 0.153], [-6.267, 4.063, 0.813], [-7.286, 2.993, 0.976], [-6.751, 1.723, 0.374], [-5.410, 2.020, -0.160], [0.359, 3.235, -1.072], [0.776, 4.553, -0.485], [0.112, 5.562, -0.497], [4.565, -0.118, 1.256], [6.035, 0.315, 2.219], [5.244, -1.248, 2.420], [3.177, -0.109, 3.288], [4.658, 0.206, 4.303], [2.966, 2.289, 3.309], [4.557, 2.399, 4.044], [5.553, 2.500, 2.041], [6.401, 5.860, 1.755], [6.201, 4.331, 2.701], [6.820, 3.000, 0.695], [7.620, 4.306, -1.427], [6.443, 5.567, -0.849], [5.921, 3.900, -1.144], [8.905, 3.222, 1.431], [8.697, 4.986, 1.809], [9.116, 4.423, 0.136], [4.689, 6.769, 0.492], [2.371, 6.643, -0.434], [1.432, -0.835, -0.919], [0.372, -1.003, -2.811], [-2.747, 2.381, -4.356], [-2.874, 0.244, -3.494], [-0.422, 5.023, -2.983], [-1.601, 3.997, -3.774], [-2.598, 5.905, -2.322], [-1.934, 5.063, -0.942], [-4.392, 4.520, -2.380], [-3.363, 2.969, -2.216], [-3.812, 4.981, 0.210], [-3.163, 3.346, 0.266], [-6.302, 5.092, 1.141], [-8.238, 3.078, 1.489], [-7.202, 0.739, 0.356], [-4.665, 1.417, -0.658], [-0.258, 0.425, 0.852], [2.469, 1.248, -3.337], [1.518, 1.255, -3.339], [-5.277, -0.866, 4.348], [-5.633, -1.460, 2.971], [-4.492, -2.397, 2.521], [-5.716, -0.460, 2.067], [-4.346, -0.296, 4.314], [-6.070, -0.206, 4.705], [-5.151, -1.662, 5.096], [-6.520, -2.112, 3.139], [-3.539, -1.868, 2.435], [-4.710, -2.858, 1.555], [-4.351, -3.212, 3.248], [1.917, -5.594, -0.199], [1.208, -5.196, -1.084], [-0.096, -5.503, -1.076], [-1.068, -4.941, -1.973], [-1.117, -5.703, -3.280], [1.782, -4.436, -2.257], [-0.895, -3.872, -2.118], [-2.028, -5.036, -1.471], [-0.167, -5.649, -3.815], [-1.899, -5.302, -3.925], [-1.318, -6.758, -3.094], [2.168, -5.152, -2.980], [2.598, -3.812, -1.898], [1.076, -3.768, -2.747], [-4.448, -5.197, -1.465], [-4.785, -5.972, -0.610], [-3.961, -6.227, 0.420], [-4.331, -6.974, 1.586], [-4.165, -8.462, 1.354], [-6.082, -6.734, -0.717], [-5.335, -6.708, 1.919], [-3.652, -6.655, 2.375], [-4.819, -8.822, 0.559], [-4.392, -9.019, 2.264], [-3.142, -8.685, 1.049], [-5.936, -7.610, -1.345], [-6.824, -6.083, -1.176], [-6.493, -7.039, 0.243], [8.905, -0.025, 1.386], [9.987, 0.147, 0.741], [8.254, -1.202, 0.922], [8.369, 0.610, 2.269], [8.964, -1.344, 0.300], [-6.322, 3.951, -2.568], [9.561, -2.101, -1.359], [-1.154, 1.654, 0.947], [-4.986, -10.083, -1.705], [-4.227, -10.657, -1.560], [-4.703, -9.499, -2.416]],
  "forces_ev_per_angstrom": [[0.20, -0.32, 0.21], [0.66, 0.27, -0.74], [-0.07, -1.69, 0.48], [-0.50, 1.10, 0.87], [-0.35, 0.51, -0.10], [1.27, 0.42, 0.77], [-0.49, -0.65, -1.28], [0.40, 0.01, -0.05], [-0.30, -0.55, 0.66], [-0.97, -0.22, -0.42], [-1.11, -0.19, -0.51], [0.27, -0.39, 0.31], [-0.60, -0.58, -0.43], [0.07, -0.22, 0.07], [0.07, 0.58, -0.12], [-0.70, 0.07, 0.20], [1.62, 4.34, 1.32], [-2.39, -1.07, -4.52], [0.30, -3.02, 1.32], [0.42, 0.48, -0.12], [0.12, 0.42, 0.55], [-0.48, 0.76, 1.13], [1.71, -1.12, -1.58], [-0.19, 0.13, -0.15], [-0.71, -0.04, -0.23], [-0.18, 0.22, -0.07], [0.51, -0.85, 0.69], [-0.21, 1.45, 0.34], [-0.29, -1.07, -0.60], [3.53, 1.46, -1.11], [-2.48, -5.34, -0.60], [2.81, -0.21, -1.55], [1.87, 2.77, -0.27], [-5.14, 1.44, 2.58], [-0.38, -0.57, -0.31], [0.92, 0.01, 0.29], [-0.33, 0.07, -0.39], [0.19, 0.17, 0.22], [-0.52, -0.32, -0.12], [-0.10, 0.28, 0.14], [0.07, 0.26, 0.38], [-0.54, -0.09, -0.05], [0.26, -0.02, -0.26], [0.07, 0.35, -0.49], [0.00, -0.06, -0.41], [0.03, -0.23, 0.19], [0.13, 0.27, -0.15], [0.07, 0.27, 0.09], [-0.19, 0.22, 0.10], [0.33, -0.12, -0.13], [0.14, 0.36, -0.16], [0.15, 0.39, 0.16], [0.30, -0.18, -0.17], [0.17, 0.10, 0.46], [0.16, -0.31, 0.26], [0.17, -0.10, 0.17], [0.05, -0.25, 0.32], [-0.03, 0.32, -0.34], [-0.25, -0.05, 0.78], [-0.22, 0.70, 0.64], [-0.11, -0.19, 0.12], [0.28, -0.02, 0.19], [0.08, -0.34, -0.13], [0.09, 0.17, -0.36], [3.52, -0.70, 1.21], [-0.55, 0.95, 0.62], [-0.32, -0.11, -0.25], [-0.12, 0.29, -0.19], [0.56, -0.16, -0.16], [0.24, 0.03, -0.11], [0.08, 0.19, 0.32], [0.04, 0.15, 0.35], [0.30, 3.21, -0.06], [0.22, -0.65, 0.89], [-0.54, 0.23, -0.51], [-0.10, -0.65, 0.55], [1.62, 0.99, -0.28], [-0.08, -0.94, 0.59], [-0.99, 0.30, -0.65], [-0.01, 0.03, -0.23], [-0.04, 0.04, -0.14], [0.01, 0.03, 0.12], [-0.28, 0.08, -0.26], [-0.09, 0.27, 0.03], [-0.11, 0.14, -0.05], [0.11, -0.13, -0.03], [-0.06, -0.02, 0.11], [0.09, -0.10, -0.28], [-0.13, 0.01, 0.36], [-0.19, -0.08, -0.21], [0.25, -0.04, -0.09], [-0.11, 0.59, 0.10], [0.11, -0.02, -0.02], [0.10, -0.01, 0.17], [-0.03, 0.07, -0.05], [-0.03, 0.00, 0.05], [-0.09, 0.04, 0.05], [-0.01, 0.03, -0.03], [0.14, -0.23, 0.03], [-0.10, -0.21, -0.15], [0.32, 0.07, -0.03], [-0.31, -0.41, 0.07], [0.28, 0.44, -0.04], [-0.03, -0.37, 0.09], [-0.12, -0.05, -0.19], [-0.41, 0.31, 0.34], [-0.03, 0.00, -0.12], [0.06, 0.21, -0.17], [-0.05, -0.01, 0.06], [0.03, 0.03, 0.02], [0.04, 0.05, 0.10], [0.02, -0.04, 0.07], [0.14, -0.01, -0.18], [0.12, -0.19, -0.02], [0.66, 0.84, 0.10], [-0.21, -0.29, -0.26], [-0.56, -0.42, -0.12], [-0.11, 0.07, 0.02], [0.02, -0.35, 0.25], [-3.84, -0.92, -0.41], [0.11, 0.36, 0.00], [0.79, -2.94, 0.63], [0.09, 0.05, -0.09], [-0.04, -0.03, 0.06], [-0.03, -0.01, -0.02]]
}

=====

Record 2
{
  "formula": "C30H27CuN2O4P2",
  "method": "ωB97M-V with the def2-TZVPD basis set",
  "gap_ev": 7.854,
  "energy_ha": -3893.1821,
  "max_force_ha_per_bohr": 0.034,
  "homo_energy_ev": -7.59,
  "elements": ["Cu", "O", "P", "C", "P", "O", "C", "C", "C", "C", "C", "C", "C", "C", "C", "C", "C", "C", "C", "C", "C", "C", "C", "C", "C", "C", "C", "C", "C", "C", "H", "H", "H", "H", "H", "H", "H", "H", "H", "H", "H", "H", "H", "H", "H", "H", "H", "H", "H", "H", "H", "H", "C", "N", "C", "C", "C", "O", "N", "C", "O", "H", "H", "H", "H", "H"],
  "positions_angstrom": [[12.495, 11.121, 9.344], [14.522, 10.821, 9.731], [15.199, 9.725, 10.542], [14.357, 9.172, 12.032], [13.596, 10.683, 12.760], [12.386, 11.048, 11.995], [14.899, 11.947, 12.764], [14.717, 13.032, 11.903], [15.593, 14.124, 11.981], [16.609, 14.110, 12.941], [16.801, 13.023, 13.754], [15.920, 11.946, 13.672], [13.300, 10.308, 14.492], [14.155, 9.607, 15.328], [13.830, 9.470, 16.678], [12.665, 10.051, 17.199], [11.869, 10.833, 16.378], [12.166, 10.937, 15.029], [15.366, 8.235, 9.522], [15.176, 6.948, 10.060], [15.141, 5.896, 9.161], [15.198, 6.109, 7.799], [15.326, 7.394, 7.288], [15.443, 8.452, 8.157], [16.855, 10.076, 11.128], [17.563, 9.132, 11.865], [18.871, 9.396, 12.228], [19.444, 10.577, 11.751], [18.749, 11.506, 11.005], [17.421, 11.267, 10.699], [15.012, 8.581, 12.666], [13.507, 8.508, 11.800], [13.913, 13.036, 11.194], [15.445, 14.999, 11.367], [17.287, 14.939, 13.047], [17.588, 12.985, 14.533], [16.048, 11.094, 14.333], [15.066, 9.163, 14.929], [14.454, 8.891, 17.327], [12.369, 9.914, 18.229], [11.013, 11.346, 16.781], [11.565, 11.544, 14.362], [15.084, 6.806, 11.138], [14.985, 4.883, 9.546], [15.103, 5.259, 7.136], [15.375, 7.550, 6.215], [15.521, 9.493, 7.796], [17.069, 8.204, 12.151], [19.462, 8.701, 12.798], [20.510, 10.761, 11.977], [19.199, 12.448, 10.698], [16.801, 11.957, 10.133], [7.761, 12.820, 9.185], [8.460, 11.628, 9.566], [7.764, 10.529, 9.986], [8.409, 9.388, 10.305], [9.896, 9.322, 10.177], [10.545, 8.341, 10.552], [10.494, 10.414, 9.573], [9.817, 11.511, 9.238], [10.347, 12.492, 8.698], [6.845, 12.903, 9.811], [7.517, 12.833, 8.118], [8.403, 13.683, 9.364], [6.707, 10.583, 10.115], [7.908, 8.496, 10.667]],
  "forces_ev_per_angstrom": [[-0.66, -0.78, 0.58], [0.45, -0.41, 0.77], [-0.40, -0.91, -0.95], [-1.02, 0.16, 0.00], [0.48, -0.76, 0.07], [0.00, 0.41, 0.02], [-1.32, 0.30, -0.63], [0.89, 0.73, 0.29], [-0.28, -0.62, 0.54], [0.05, 0.28, -0.58], [0.16, -0.96, 1.08], [0.93, -0.11, 0.69], [-0.55, 0.65, 0.22], [-0.08, -0.22, 0.35], [-0.60, 0.17, -0.16], [0.50, -0.05, -0.43], [0.03, -0.19, -0.26], [0.37, 0.07, -0.20], [-0.67, 0.03, 0.90], [0.52, 0.87, -0.57], [-0.35, -0.80, 0.80], [-0.08, 0.03, -0.28], [0.38, -0.50, -0.45], [-0.05, 0.97, -0.13], [-0.26, 0.48, -0.64], [-0.21, -0.12, 0.25], [-0.17, 0.53, -0.72], [1.39, -0.11, 0.57], [-0.24, 0.51, -0.02], [0.02, -0.27, 0.01], [0.25, 0.34, 0.18], [0.04, 0.39, -0.19], [-0.34, -0.05, -0.18], [0.00, 0.00, -0.16], [0.05, 0.36, -0.11], [-0.48, 0.21, -0.73], [0.04, 0.20, 0.01], [-0.17, -0.04, 0.18], [0.32, -0.23, 0.22], [0.23, -0.04, 0.10], [-0.20, 0.02, 0.04], [-0.14, -0.10, 0.05], [-0.05, -0.13, -0.40], [0.13, 0.30, -0.19], [0.04, 0.04, -0.07], [-0.09, 0.01, 0.12], [-0.04, -0.71, 0.12], [0.23, 0.09, 0.00], [0.02, -0.14, 0.12], [-0.69, -0.03, -0.08], [0.11, -0.28, 0.03], [0.22, 0.02, 0.06], [-0.53, 0.75, 0.24], [-0.12, -0.60, -0.23], [1.19, -1.15, 0.56], [0.69, 0.09, -0.16], [-0.11, -0.13, -0.10], [-0.28, 0.55, -0.17], [0.78, -0.35, 0.05], [-0.56, 0.70, 0.28], [0.58, 0.02, -0.13], [0.53, -0.01, -0.56], [-0.14, -0.06, 0.12], [-0.12, -0.11, 0.06], [-0.58, 0.44, -0.10], [-0.03, 0.25, -0.05]]
}